{"formula": "C47H86O39", "method": "ωB97M-V with the def2-TZVPD basis set", "lumo_ha": -0.0067, "mol_weight_g_mol": 1275.2, "energy_ev": -129979.760, "orbital_gap_ha": 0.37467, "fmax_ha_per_bohr": 0.1178, "symbols": ["C", "C", "C", "O", "C", "O", "O", "H", "H", "H", "H", "H", "H", "C", "C", "C", "O", "C", "O", "O", "H", "H", "H", "H", "H", "H", "C", "C", "C", "O", "C", "O", "O", "H", "H", "H", "H", "H", "H", "C", "C", "C", "O", "C", "O", "O", "H", "H", "H", "H", "H", "H", "C", "O", "C", "O", "O", "C", "H", "H", "H", "H", "H", "H", "C", "O", "C", "O", "O", "C", "H", "H", "H", "H", "H", "H", "C", "O", "C", "O", "O", "C", "H", "H", "H", "H", "H", "H", "C", "O", "C", "O", "O", "C", "H", "H", "H", "H", "H", "H", "C", "O", "C", "O", "O", "C", "H", "H", "H", "H", "H", "H", "C", "C", "O", "C", "O", "O", "C", "H", "H", "H", "H", "H", "H", "H", "H", "C", "C", "O", "C", "O", "O", "C", "H", "H", "H", "H", "H", "H", "H", "H", "C", "C", "O", "C", "O", "O", "C", "H", "H", "H", "H", "H", "H", "H", "H", "C", "C", "O", "C", "O", "O", "C", "H", "H", "H", "H", "H", "H", "H", "H"], "coordinates": [[-12.465, 14.578, -6.097], [-13.974, 14.819, -5.816], [-14.351, 16.315, -5.737], [-15.457, 16.427, -6.679], [-15.545, 15.260, -7.404], [-16.103, 15.141, -8.497], [-14.614, 14.408, -6.996], [-12.188, 14.910, -7.098], [-12.228, 13.514, -6.072], [-11.860, 15.184, -5.423], [-14.304, 14.238, -4.955], [-13.580, 16.987, -6.115], [-14.556, 16.442, -4.674], [-24.092, 18.490, -16.848], [-25.200, 19.184, -17.580], [-26.542, 19.152, -16.864], [-26.842, 20.496, -16.556], [-25.977, 21.319, -17.207], [-25.985, 22.525, -17.255], [-24.885, 20.594, -17.643], [-24.205, 18.838, -15.822], [-23.127, 18.928, -17.099], [-23.949, 17.415, -16.958], [-25.279, 18.810, -18.600], [-26.360, 18.609, -15.937], [-27.364, 18.687, -17.407], [-12.906, 18.649, -12.371], [-12.799, 20.150, -12.851], [-11.365, 20.688, -13.161], [-11.537, 20.949, -14.517], [-12.877, 20.870, -14.914], [-13.322, 20.959, -16.028], [-13.613, 20.389, -13.958], [-12.410, 17.984, -13.078], [-13.926, 18.294, -12.219], [-12.418, 18.488, -11.410], [-13.246, 20.774, -12.077], [-10.695, 19.901, -12.816], [-11.028, 21.584, -12.640], [-13.575, 12.993, -12.347], [-13.940, 13.427, -13.761], [-12.756, 13.482, -14.679], [-12.954, 12.362, -15.493], [-14.217, 11.949, -15.393], [-14.782, 11.128, -16.158], [-14.842, 12.569, -14.378], [-12.787, 12.246, -12.438], [-14.373, 12.454, -11.836], [-13.170, 13.836, -11.787], [-14.373, 14.426, -13.718], [-11.805, 13.419, -14.150], [-12.734, 14.434, -15.210], [-16.376, 26.044, -19.475], [-15.630, 27.266, -19.609], [-15.915, 28.163, -20.568], [-15.336, 29.237, -20.658], [-16.982, 27.787, -21.376], [-17.429, 28.690, -22.430], [-16.745, 25.964, -18.453], [-15.672, 25.213, -19.507], [-17.218, 25.924, -20.157], [-16.583, 29.215, -22.875], [-17.923, 29.514, -21.915], [-18.114, 28.358, -23.211], [-13.542, 23.831, -7.040], [-14.621, 24.013, -7.900], [-14.415, 24.285, -9.227], [-13.336, 24.277, -9.813], [-15.551, 24.730, -9.710], [-15.484, 25.308, -11.045], [-13.664, 24.286, -6.057], [-12.618, 24.059, -7.571], [-13.738, 22.769, -6.888], [-15.985, 24.641, -11.746], [-14.512, 25.368, -11.534], [-16.018, 26.256, -11.109], [-23.169, 25.580, -13.898], [-22.065, 25.839, -14.782], [-21.750, 27.113, -14.987], [-22.376, 28.143, -14.520], [-20.630, 27.190, -15.790], [-20.411, 28.350, -16.537], [-22.927, 25.859, -12.873], [-23.338, 24.504, -13.917], [-24.071, 26.046, -14.295], [-19.339, 28.540, -16.489], [-21.017, 29.186, -16.185], [-20.672, 28.197, -17.584], [-27.457, 13.261, -7.590], [-26.059, 13.517, -7.721], [-25.617, 14.497, -8.445], [-26.253, 15.222, -9.207], [-24.306, 14.546, -8.184], [-23.511, 15.573, -8.813], [-27.761, 13.250, -6.543], [-27.740, 12.392, -8.184], [-28.123, 14.033, -7.976], [-23.060, 16.255, -8.092], [-24.038, 16.239, -9.495], [-22.674, 15.063, -9.290], [-23.439, 21.172, -10.240], [-22.273, 20.671, -9.644], [-21.249, 21.310, -9.350], [-21.022, 22.476, -9.696], [-20.389, 20.529, -8.579], [-19.124, 21.085, -8.243], [-23.629, 20.893, -11.277], [-23.665, 22.219, -10.038], [-24.233, 20.736, -9.633], [-18.484, 21.104, -9.125], [-18.558, 20.519, -7.503], [-19.091, 22.155, -8.038], [-25.075, 12.380, -20.860], [-24.102, 13.649, -20.897], [-22.736, 13.371, -20.506], [-21.859, 12.711, -21.398], [-22.142, 12.536, -22.611], [-20.739, 12.229, -20.770], [-20.486, 12.469, -19.377], [-24.546, 11.486, -21.189], [-25.931, 12.419, -21.534], [-25.468, 12.256, -19.851], [-24.396, 14.432, -20.198], [-24.192, 14.082, -21.894], [-21.279, 12.014, -18.784], [-20.531, 13.536, -19.158], [-19.541, 11.941, -19.252], [-22.189, 24.630, -21.123], [-22.174, 25.692, -22.353], [-22.271, 24.865, -23.524], [-22.052, 25.337, -24.719], [-21.664, 26.488, -24.971], [-22.084, 24.293, -25.587], [-22.008, 24.529, -26.988], [-21.165, 24.388, -20.841], [-22.746, 23.716, -21.328], [-22.607, 25.089, -20.227], [-21.255, 26.275, -22.300], [-23.036, 26.340, -22.511], [-22.405, 23.735, -27.620], [-21.010, 24.735, -27.374], [-22.595, 25.389, -27.309], [-18.782, 21.559, -15.055], [-19.117, 20.902, -13.694], [-18.622, 19.564, -13.573], [-19.426, 18.536, -13.493], [-20.638, 18.615, -13.325], [-18.669, 17.489, -13.692], [-19.098, 16.142, -13.532], [-18.424, 22.555, -14.794], [-19.735, 21.556, -15.586], [-17.977, 21.149, -15.665], [-20.148, 20.987, -13.349], [-18.479, 21.483, -13.028], [-18.329, 15.562, -13.020], [-19.272, 15.640, -14.484], [-20.028, 16.067, -12.968], [-20.824, 19.718, -21.949], [-20.389, 18.224, -22.043], [-19.762, 17.792, -20.837], [-18.650, 18.236, -20.405], [-17.908, 19.012, -20.973], [-18.487, 17.810, -19.220], [-17.380, 18.129, -18.484], [-19.959, 20.327, -21.685], [-21.568, 19.923, -21.180], [-21.243, 20.131, -22.867], [-19.699, 17.962, -22.844], [-21.260, 17.588, -22.200], [-17.322, 17.479, -17.611], [-17.234, 19.146, -18.119], [-16.496, 17.805, -19.034]]}